1.
This record from OMol25 describes a molecular structure, C41H39N6O4PdS2 at a distorted geometry. The level of theory is the ωB97M-V functional and the def2-TZVPD basis.

For the frontier orbital gap, the calculation gives 6.021 eV. The value obtained for the relative energy (zero: lowest compared OMol25 entry of this formula, charge and spin) is 0.000 eV. The value obtained for the LUMO energy is -3.13 eV. As for the charge: +1. The calculation puts the HOMO energy at -9.2 eV.

Positions of all 93 atoms, in Å:
Pd 1.242 -1.391 -0.545
C 5.665 -0.139 0.509
N 4.983 -1.391 0.820
C 5.199 -2.174 1.939
C 4.294 -3.163 1.922
N 3.510 -2.984 0.783
C 3.951 -1.871 0.120
S 3.363 -1.190 -1.328
C 2.509 -3.883 0.337
C 2.467 -5.173 0.835
C 1.532 -6.050 0.314
C 0.682 -5.620 -0.690
C 0.758 -4.303 -1.095
N 1.651 -3.447 -0.590
H 6.502 -0.030 1.192
H 4.969 0.691 0.631
H 6.031 -0.159 -0.514
H 5.969 -1.945 2.653
H 4.128 -3.951 2.631
H 3.167 -5.505 1.585
H 1.485 -7.065 0.684
H -0.046 -6.276 -1.142
H 0.086 -3.895 -1.836
S -2.937 2.697 -0.119
C -2.957 2.465 -1.811
C -2.113 1.452 -2.136
N -1.473 0.841 -1.086
C -1.805 1.417 0.028
H -3.528 3.100 -2.468
H -1.910 1.123 -3.146
H -1.402 1.139 0.993
C -2.227 7.218 -0.542
C -1.481 6.145 -1.290
C -1.576 6.079 -2.675
C -0.907 5.095 -3.387
C -0.117 4.184 -2.713
C -0.016 4.230 -1.324
N 0.732 3.219 -0.685
C 1.777 3.420 0.191
C 2.308 4.699 0.404
C 3.324 4.905 1.315
C 3.849 3.848 2.052
C 3.342 2.581 1.839
C 2.329 2.340 0.912
C 1.919 0.916 0.720
O 2.165 0.062 1.577
O 1.392 0.623 -0.435
C -0.715 5.201 -0.594
C -0.698 5.220 0.911
H -2.636 7.955 -1.231
H -1.581 7.737 0.167
H -3.059 6.800 0.030
H -2.175 6.813 -3.200
H -0.982 5.056 -4.466
H 0.440 3.426 -3.251
H 0.656 2.280 -1.049
H 1.918 5.530 -0.169
H 3.716 5.906 1.449
H 4.636 4.014 2.775
H 3.713 1.732 2.400
H -0.375 4.262 1.315
H -1.691 5.440 1.303
H -0.018 5.982 1.300
C -3.549 -5.315 0.938
O -3.401 -4.046 0.318
C -2.900 -4.006 -0.933
C -2.488 -5.117 -1.661
C -2.006 -4.966 -2.956
C -1.922 -3.711 -3.538
C -2.354 -2.602 -2.823
C -2.842 -2.746 -1.538
N -3.478 -1.634 -0.917
C -3.472 -1.183 0.320
C -2.605 -1.374 1.401
C -3.105 -0.934 2.664
C -2.345 -0.976 3.789
C -1.008 -1.432 3.684
C -0.477 -1.817 2.490
C -1.240 -1.796 1.283
O -0.705 -2.102 0.163
H -4.001 -5.123 1.906
H -2.578 -5.794 1.080
H -4.202 -5.966 0.352
H -2.565 -6.105 -1.231
H -1.701 -5.842 -3.513
H -1.547 -3.594 -4.545
H -2.321 -1.612 -3.261
H -4.137 -1.168 -1.524
H -4.295 -0.497 0.503
H -4.125 -0.568 2.712
H -2.740 -0.651 4.741
H -0.386 -1.452 4.571
H 0.562 -2.111 2.409

Mulliken atomic charge list, values in e, 5 entries:
1. Pd 0.79
2. C -0.84
3. N 0.23
4. C -0.66
5. C -0.36

2.
This record from OMol25 describes a molecular structure, C10H34Ca2O20P2S2 at a distorted geometry. The level of theory is the ωB97M-V functional and the def2-TZVPD basis.

For the frontier orbital gap, the calculation gives 2.785 eV. The value obtained for the relative energy (zero: lowest compared OMol25 entry of this formula, charge and spin) is 22.663 eV. The value obtained for the LUMO energy is -3.82 eV. The calculation puts the HOMO energy at -6.6 eV.

Positions of all 70 atoms, in Å:
Ca -10.892 -16.496 -13.316
Ca -15.446 -11.179 -13.604
S -16.144 -15.592 -12.079
O -16.406 -15.135 -13.400
O -17.273 -16.242 -11.419
O -14.998 -16.474 -12.275
O -15.737 -14.389 -11.382
S -10.879 -11.715 -14.386
O -11.658 -10.708 -13.722
O -11.920 -12.615 -14.789
O -10.138 -11.126 -15.474
O -10.061 -12.530 -13.493
C -8.727 -11.532 -21.096
O -8.040 -11.975 -20.010
H -9.734 -11.941 -21.177
H -8.860 -10.459 -20.956
H -8.262 -11.643 -22.075
H -8.545 -11.699 -19.242
C -15.364 -7.510 -18.456
O -14.791 -8.532 -17.633
H -16.443 -7.369 -18.392
H -14.929 -6.523 -18.293
H -14.936 -7.695 -19.441
H -13.842 -8.398 -17.695
C -11.733 -17.265 -18.707
O -12.309 -17.845 -17.587
H -11.081 -18.071 -19.043
H -12.548 -17.044 -19.395
H -11.278 -16.316 -18.422
H -13.194 -18.149 -17.801
C -7.370 -5.904 -15.995
O -8.577 -6.328 -16.553
H -7.222 -4.824 -16.009
H -7.412 -6.317 -14.987
H -6.470 -6.338 -16.431
H -8.673 -7.231 -16.240
C -11.751 -9.442 -7.659
O -11.037 -8.218 -7.554
P -9.746 -8.078 -6.489
O -10.158 -7.749 -5.104
O -8.782 -9.359 -6.652
C -8.398 -9.694 -8.017
O -8.818 -6.888 -7.034
C -7.821 -6.290 -6.217
H -12.813 -9.303 -7.863
H -11.482 -9.935 -6.726
H -11.248 -9.983 -8.460
H -8.808 -9.172 -8.881
H -8.668 -10.688 -8.372
H -7.321 -9.526 -7.973
H -7.849 -5.206 -6.115
H -6.874 -6.454 -6.731
H -7.708 -6.670 -5.201
C -5.422 -18.784 -8.180
O -6.580 -18.408 -7.506
P -7.357 -17.003 -7.627
O -8.076 -16.777 -8.910
O -8.332 -17.136 -6.348
C -9.498 -16.393 -6.222
O -6.326 -15.833 -7.256
C -5.778 -15.610 -5.971
H -4.546 -18.426 -7.639
H -5.357 -18.474 -9.223
H -5.441 -19.869 -8.076
H -9.452 -15.705 -5.378
H -10.312 -17.090 -6.024
H -9.863 -15.849 -7.094
H -6.052 -16.431 -5.309
H -6.123 -14.664 -5.555
H -4.700 -15.605 -6.129

Mulliken atomic charge list, values in e, 5 entries:
1. Ca 1.61
2. Ca 1.67
3. S 1.18
4. O -0.71
5. O -0.65

3.
This record from OMol25 describes a molecular structure, C12H23Cl2NO3PPr at a distorted geometry. The level of theory is the ωB97M-V functional and the def2-TZVPD basis.

For the frontier orbital gap (spin up / spin down), the calculation gives 8.421 / 8.597 eV. The value obtained for the LUMO energy (spin up / spin down) is -7.21 / -7.03 eV. The spin multiplicity is 3. As for the charge: +2. Its expectation value of S² is 2.00. The calculation puts the HOMO energy (spin up / spin down) at -15.6 / -15.6 eV.

Positions of all 43 atoms, in Å:
C -0.272 -3.896 -4.918
C 0.021 -3.054 -3.750
H -1.356 -4.029 -5.033
H 0.213 -4.872 -4.768
H 0.150 -3.438 -5.828
O -0.775 -2.385 -3.058
Cl 1.759 -3.032 -3.277
Pr 0.505 -1.018 -1.340
P -0.098 1.764 -2.446
C -1.470 2.963 -2.447
C 1.293 2.949 -2.305
H 0.743 0.549 -4.390
H 0.035 2.118 -4.866
H -1.036 0.753 -4.440
C -0.084 1.248 -4.208
H 2.238 2.389 -2.289
H 1.294 3.675 -3.132
H -1.352 3.722 -3.237
H -1.490 3.473 -1.474
H 1.186 3.483 -1.349
H -2.426 2.445 -2.592
C -1.602 0.487 -0.569
O -2.514 0.979 -0.037
Cl 2.875 -0.168 -1.796
O 0.365 -1.178 0.902
C 0.222 -0.948 2.159
C 1.418 -1.015 3.080
C 1.541 0.148 4.076
C 0.581 0.113 5.259
C -0.889 0.344 4.917
C -1.422 -0.769 4.046
N -0.983 -0.642 2.632
H 1.365 -1.985 3.611
H 2.289 -1.031 2.414
H 2.552 0.123 4.495
H 1.470 1.112 3.557
H 0.658 -0.863 5.759
H 0.878 0.892 5.971
H -1.484 0.359 5.840
H -1.043 1.313 4.430
H -1.119 -1.748 4.444
H -2.513 -0.758 4.026
H -1.725 -0.572 1.931

Mulliken atomic charge list, values in e, 5 entries:
1. C -1.07
2. C 0.94
3. H 0.31
4. H 0.38
5. H 0.34

4.
This record from OMol25 describes a molecular structure, C31H35AsAuN6O3S at a distorted geometry. The level of theory is the ωB97M-V functional and the def2-TZVPD basis.

For the frontier orbital gap, the calculation gives 7.558 eV. The value obtained for the relative energy (zero: lowest compared OMol25 entry of this formula, charge and spin) is 1.250 eV. The value obtained for the LUMO energy is -3.07 eV. As for the charge: +1. The calculation puts the HOMO energy at -10.6 eV.

Positions of all 78 atoms, in Å:
Au -2.461 0.984 0.562
N -6.480 -0.247 1.606
C -5.232 -0.576 1.263
N -4.506 0.526 1.184
C -5.383 1.520 1.464
N -6.592 1.084 1.730
C -5.001 2.928 1.349
C -5.803 3.967 1.782
N -5.451 5.231 1.605
C -4.296 5.447 0.985
C -3.490 4.400 0.561
N -3.847 3.143 0.752
H -7.285 -0.848 1.753
H -4.894 -1.576 1.094
H -6.743 3.767 2.278
H -4.002 6.472 0.822
H -2.554 4.577 0.056
C 0.305 -6.708 -0.660
C 0.339 -5.204 -0.604
C 1.063 -4.467 -1.521
C 1.120 -3.083 -1.492
C 2.005 -2.416 -2.540
C 0.389 -2.416 -0.496
As 0.608 -0.505 -0.419
N -0.335 0.497 0.668
C 0.427 1.451 1.381
C 1.498 1.072 2.172
C 2.208 2.026 2.882
C 1.837 3.357 2.817
C 0.737 3.724 2.042
C 0.038 2.771 1.332
C 2.432 0.004 -0.512
C 2.799 1.208 -1.100
C 1.826 2.211 -1.679
C 4.151 1.531 -1.102
C 5.117 0.718 -0.525
C 6.576 1.091 -0.542
C 4.692 -0.444 0.108
C 3.358 -0.816 0.141
C 2.995 -2.068 0.924
C -0.374 -3.128 0.445
C -1.202 -2.519 1.538
C -0.368 -4.510 0.371
H 0.926 -7.092 -1.465
H -0.714 -7.060 -0.818
H 0.655 -7.139 0.277
H 1.615 -4.987 -2.294
H 2.248 -3.141 -3.317
H 2.944 -2.079 -2.122
H 1.537 -1.559 -3.020
H 1.755 0.032 2.271
H 3.037 1.719 3.499
H 2.381 4.099 3.376
H 0.425 4.756 1.995
H -0.823 3.046 0.724
H 1.155 1.772 -2.400
H 2.365 3.017 -2.172
H 1.211 2.655 -0.891
H 4.450 2.460 -1.564
H 6.749 1.997 -1.115
H 7.174 0.293 -0.976
H 6.943 1.256 0.471
H 5.417 -1.069 0.611
H 3.680 -2.179 1.763
H 3.080 -2.968 0.323
H 1.976 -2.052 1.332
H -1.927 -1.818 1.138
H -0.591 -1.964 2.262
H -1.736 -3.300 2.075
H -0.949 -5.065 1.095
C -2.129 0.316 -4.072
S -1.740 0.246 -2.378
O -2.704 -0.612 -1.734
O -0.346 -0.371 -2.299
O -1.634 1.601 -1.886
H -2.196 -0.692 -4.464
H -1.369 0.889 -4.586
H -3.087 0.816 -4.115

Mulliken atomic charge list, values in e, 5 entries:
1. Au 0.87
2. N 0.11
3. C -0.37
4. N -0.25
5. C 0.29

Repeat the second record exactly.
This record from OMol25 describes a molecular structure, C10H34Ca2O20P2S2 at a distorted geometry. The level of theory is the ωB97M-V functional and the def2-TZVPD basis.

For the frontier orbital gap, the calculation gives 2.785 eV. The value obtained for the relative energy (zero: lowest compared OMol25 entry of this formula, charge and spin) is 22.663 eV. The value obtained for the LUMO energy is -3.82 eV. The calculation puts the HOMO energy at -6.6 eV.

Positions of all 70 atoms, in Å:
Ca -10.892 -16.496 -13.316
Ca -15.446 -11.179 -13.604
S -16.144 -15.592 -12.079
O -16.406 -15.135 -13.400
O -17.273 -16.242 -11.419
O -14.998 -16.474 -12.275
O -15.737 -14.389 -11.382
S -10.879 -11.715 -14.386
O -11.658 -10.708 -13.722
O -11.920 -12.615 -14.789
O -10.138 -11.126 -15.474
O -10.061 -12.530 -13.493
C -8.727 -11.532 -21.096
O -8.040 -11.975 -20.010
H -9.734 -11.941 -21.177
H -8.860 -10.459 -20.956
H -8.262 -11.643 -22.075
H -8.545 -11.699 -19.242
C -15.364 -7.510 -18.456
O -14.791 -8.532 -17.633
H -16.443 -7.369 -18.392
H -14.929 -6.523 -18.293
H -14.936 -7.695 -19.441
H -13.842 -8.398 -17.695
C -11.733 -17.265 -18.707
O -12.309 -17.845 -17.587
H -11.081 -18.071 -19.043
H -12.548 -17.044 -19.395
H -11.278 -16.316 -18.422
H -13.194 -18.149 -17.801
C -7.370 -5.904 -15.995
O -8.577 -6.328 -16.553
H -7.222 -4.824 -16.009
H -7.412 -6.317 -14.987
H -6.470 -6.338 -16.431
H -8.673 -7.231 -16.240
C -11.751 -9.442 -7.659
O -11.037 -8.218 -7.554
P -9.746 -8.078 -6.489
O -10.158 -7.749 -5.104
O -8.782 -9.359 -6.652
C -8.398 -9.694 -8.017
O -8.818 -6.888 -7.034
C -7.821 -6.290 -6.217
H -12.813 -9.303 -7.863
H -11.482 -9.935 -6.726
H -11.248 -9.983 -8.460
H -8.808 -9.172 -8.881
H -8.668 -10.688 -8.372
H -7.321 -9.526 -7.973
H -7.849 -5.206 -6.115
H -6.874 -6.454 -6.731
H -7.708 -6.670 -5.201
C -5.422 -18.784 -8.180
O -6.580 -18.408 -7.506
P -7.357 -17.003 -7.627
O -8.076 -16.777 -8.910
O -8.332 -17.136 -6.348
C -9.498 -16.393 -6.222
O -6.326 -15.833 -7.256
C -5.778 -15.610 -5.971
H -4.546 -18.426 -7.639
H -5.357 -18.474 -9.223
H -5.441 -19.869 -8.076
H -9.452 -15.705 -5.378
H -10.312 -17.090 -6.024
H -9.863 -15.849 -7.094
H -6.052 -16.431 -5.309
H -6.123 -14.664 -5.555
H -4.700 -15.605 -6.129

Mulliken atomic charge list, values in e, 5 entries:
1. Ca 1.61
2. Ca 1.67
3. S 1.18
4. O -0.71
5. O -0.65